DFT (ωB97M-V/def2-TZVPD) results for CH5ClNO2P in the gas phase in a non-equilibrium geometry.

```
11
Properties=species:S:1:pos:R:3:mulliken_spin:R:1
N 0.677 1.567 0.991 0.17
H -1.636 -2.066 -0.426 0.00
Cl 2.764 -0.871 0.206 1.07
P 0.705 0.399 -0.214 0.66
O -0.372 -0.618 0.392 0.01
O 0.572 0.797 -1.626 0.15
H 0.644 0.962 1.894 -0.03
H -1.075 -0.791 -1.503 0.00
H 1.412 2.299 0.924 -0.04
C -1.414 -1.079 -0.559 0.00
H -2.278 -0.600 -0.079 0.01
```

Computed properties:
Spin multiplicity   3
E   -28511.196 eV
Gap between HOMO and LUMO (spin up / spin down)   6.866 / 6.221 eV
E_HOMO (spin up / spin down)   -6.081 / -10.859 eV